Entry 1:
DFT (wB97M-V/def2-TZVPD) results for 2 unconnected molecules or ions with the total composition C4H5Cl2N2O2 at a distorted geometry.

Output
- Orbital gap: 7.4 eV
- Net charge: +1
- Relative energy (zero: lowest compared OMol25 entry of this formula, charge and spin): 171.4 kJ/mol
- HOMO energy: -13.791 eV

XYZ file:
```
15
Properties=species:S:1:pos:R:3:lowdin_charge:R:1
H -1.967 1.138 -0.179 0.154
H 0.850 0.368 1.375 0.199
C -1.847 0.001 0.049 -0.167
Cl -4.519 -0.345 0.481 0.788
C 2.258 -0.239 -0.534 -0.466
O -0.317 -1.666 -0.168 0.057
N -0.570 -0.484 -0.189 -0.122
C 1.195 0.635 0.323 -0.103
H 2.835 0.351 -1.333 0.115
N 1.234 1.875 0.173 0.018
O 0.895 2.872 -0.292 0.274
Cl 3.598 -0.740 0.541 0.620
H -2.590 -1.847 0.427 0.099
H 1.860 -1.109 -0.949 0.035
C -2.914 -0.811 0.277 -0.502
```

Entry 2:
DFT (wB97M-V/def2-TZVPD) results for 2 unconnected molecules or ions with the total composition C4H5Cl2NOS at a distorted geometry.

Output
- Orbital gap (alpha / beta): 7.2 / 7.2 eV
- Net charge: 0
- Relative energy (zero: lowest compared OMol25 entry of this formula, charge and spin): 85.9 kJ/mol
- HOMO energy (alpha / beta): -8.744 / -8.746 eV

XYZ file:
```
14
Properties=species:S:1:pos:R:3:lowdin_charge:R:1
H -0.422 -0.120 -2.641 0.086
Cl 0.293 -2.595 2.026 -0.008
S 1.224 -0.652 -0.545 0.943
H -0.756 1.564 -2.174 0.093
H -1.465 1.498 0.560 0.144
O 0.981 -2.001 -0.962 -0.450
H -0.018 0.865 2.609 0.114
H -1.966 0.290 -1.879 0.100
Cl 2.642 -0.498 2.093 0.685
C -0.897 0.516 -1.895 -0.075
N -0.299 0.224 -0.623 -0.310
C -0.630 0.815 0.534 -0.106
C 1.159 -0.417 1.288 -1.013
C 0.154 0.512 1.609 -0.204
```

Entry 3:
DFT (wB97M-V/def2-TZVPD) results for 2 unconnected molecules or ions with the total composition C4H5Cl3O2S at a distorted geometry.

Output
- Orbital gap (alpha / beta): 8.5 / 8.5 eV
- Net charge: 0
- Relative energy (zero: lowest compared OMol25 entry of this formula, charge and spin): 233.8 kJ/mol
- SMILES string: ClC=C(Cl)Cl.CC=S(=O)=O
- HOMO energy (alpha / beta): -9.372 / -9.372 eV

XYZ file:
```
15
Properties=species:S:1:pos:R:3:lowdin_charge:R:1
C 1.574 2.841 -3.236 -1.216
H -0.408 0.492 0.242 0.059
Cl 1.071 4.437 -3.727 0.616
C -0.724 -0.532 0.253 -0.136
Cl 1.189 1.592 -4.341 0.670
O 1.451 -1.551 -2.790 -0.366
S 1.210 -1.124 -1.439 0.651
H -0.253 -1.227 0.888 0.050
C -0.433 -0.933 -1.225 -0.241
Cl 3.001 1.313 -1.500 0.689
C 2.258 2.736 -2.105 -0.664
H -1.030 -0.332 -1.848 0.061
O 2.020 -1.599 -0.345 -0.331
H -1.849 -0.385 0.284 0.099
H 2.524 3.622 -1.557 0.060
```

Entry 4:
DFT (wB97M-V/def2-TZVPD) results for C4H5ClFN in the gas phase at a distorted geometry.

Output
- Orbital gap: 10.2 eV
- Net charge: 0
- Relative energy (zero: lowest compared OMol25 entry of this formula, charge and spin): 8.0 kJ/mol
- SMILES string: FC1=C(Cl)CNC1
- HOMO energy: -9.310 eV

XYZ file:
```
12
Properties=species:S:1:pos:R:3:lowdin_charge:R:1
F -0.793 2.383 -0.054 0.091
C -0.295 -1.217 0.120 -0.211
Cl -2.892 0.023 -0.043 0.657
N 1.082 -0.713 -0.162 -0.047
H 1.224 -0.854 -1.142 0.092
H 1.728 1.219 -0.583 0.103
H 1.496 0.981 1.106 0.121
C -1.145 0.028 0.060 -0.617
C -0.413 1.118 0.002 -0.319
H -0.644 -2.006 -0.565 0.113
C 1.079 0.749 0.114 -0.116
H -0.427 -1.711 1.147 0.132
```

Entry 5:
DFT (wB97M-V/def2-TZVPD) results for 2 unconnected molecules or ions with the total composition C4H5ClN2 at a distorted geometry.

Output
- Orbital gap: 10.3 eV
- Net charge: 0
- Relative energy (zero: lowest compared OMol25 entry of this formula, charge and spin): 606.8 kJ/mol
- HOMO energy: -9.556 eV

XYZ file:
```
12
Properties=species:S:1:pos:R:3:lowdin_charge:R:1
C 0.467 -1.467 0.014 -0.157
C -0.322 -0.254 0.402 -0.155
C -0.729 -0.989 -0.814 -0.164
N -0.432 2.738 -0.046 0.069
H -1.005 -0.208 1.232 0.089
H 0.434 -2.432 0.631 0.117
H -1.777 -1.413 -0.585 0.125
Cl 1.594 2.078 1.675 0.684
C 0.489 1.737 0.498 -0.859
H -0.596 -0.648 -1.891 0.119
N 0.394 2.338 -0.811 0.052
H 1.482 -1.480 -0.304 0.080
```

Entry 6:
DFT (wB97M-V/def2-TZVPD) results for 2 unconnected molecules or ions with the total composition C4H5ClN2 at a distorted geometry.

Output
- Orbital gap: 8.7 eV
- Net charge: 0
- Relative energy (zero: lowest compared OMol25 entry of this formula, charge and spin): 382.2 kJ/mol
- HOMO energy: -9.313 eV

XYZ file:
```
12
Properties=species:S:1:pos:R:3:lowdin_charge:R:1
H 1.504 1.594 2.060 0.061
C 1.296 -0.317 1.081 -0.552
C -0.934 0.044 -1.432 -0.111
N -1.933 0.908 -1.541 0.086
N -1.246 -2.400 -1.046 0.180
H 2.856 0.536 2.288 0.024
H -2.885 0.603 -1.496 0.099
H -1.874 1.860 -1.899 0.113
Cl 2.253 -1.799 0.684 0.499
C 1.931 0.607 1.817 -0.090
C -1.226 -1.271 -1.201 -0.327
H 0.258 -0.363 0.685 0.019
```

Entry 7:
DFT (wB97M-V/def2-TZVPD) results for 2 unconnected molecules or ions with the total composition C4H5ClN2O at a distorted geometry.

Output
- Orbital gap: 9.7 eV
- Net charge: 0
- Relative energy (zero: lowest compared OMol25 entry of this formula, charge and spin): 180.2 kJ/mol
- SMILES string: c1cn[nH]c1.O=CCl
- HOMO energy: -9.288 eV

XYZ file:
```
13
Properties=species:S:1:pos:R:3:lowdin_charge:R:1
H 1.631 -0.009 1.712 0.091
C -1.176 -0.361 -0.185 -0.136
H -1.643 -1.243 0.235 0.101
N -0.035 0.895 -1.646 0.019
H -0.079 -1.339 -1.784 0.128
H -0.450 2.680 -0.645 0.162
N -0.498 1.660 -0.638 -0.033
C -0.465 -0.350 -1.393 -0.173
O 0.598 -1.694 1.228 -0.028
Cl 3.123 -1.348 0.434 0.615
C -1.185 0.930 0.222 -0.163
C 1.612 -1.026 1.272 -0.678
H -1.433 1.203 1.190 0.097
```

Entry 8:
DFT (wB97M-V/def2-TZVPD) results for C4H5ClN2O in the gas phase at a distorted geometry.

Output
- Orbital gap: 8.5 eV
- Net charge: 0
- Relative energy (zero: lowest compared OMol25 entry of this formula, charge and spin): 301.3 kJ/mol
- SMILES string: [H]/N=C/C=N\C=C(\O)Cl
- HOMO energy: -8.361 eV

XYZ file:
```
13
Properties=species:S:1:pos:R:3:lowdin_charge:R:1
C -0.621 1.252 -0.066 -0.196
H 1.199 -1.983 1.485 0.083
H 2.187 0.703 -1.587 0.089
H 2.546 -1.515 -0.321 0.096
C 1.418 0.390 -0.903 -0.134
N 0.507 1.255 -0.811 0.058
O -2.812 0.640 0.550 0.041
H -3.195 -0.018 1.036 0.051
C 1.650 -0.926 -0.128 -0.236
Cl -1.403 -1.263 -0.428 0.747
H -0.860 2.201 0.175 0.090
N 0.981 -1.123 0.917 0.028
C -1.598 0.387 0.080 -0.718
```

Entry 9:
DFT (wB97M-V/def2-TZVPD) results for C4H5ClN2O in the gas phase at a distorted geometry.

Output
- Orbital gap: 8.3 eV
- Net charge: 0
- Relative energy (zero: lowest compared OMol25 entry of this formula, charge and spin): 239.4 kJ/mol
- SMILES string: Cc1nc(Cl)c(O)[nH]1
- HOMO energy: -8.130 eV

XYZ file:
```
13
Properties=species:S:1:pos:R:3:lowdin_charge:R:1
H 1.517 2.621 0.684 0.232
H -0.788 1.765 -0.450 0.228
N 0.541 -1.291 -0.185 0.087
O 1.991 1.897 -0.101 -0.040
C -1.916 -1.083 0.062 -0.024
C 1.141 0.809 0.030 -0.413
H -2.667 -0.609 -0.804 0.132
H -2.183 -0.749 1.108 0.079
C -0.492 -0.487 -0.189 -0.441
Cl 3.209 -1.140 -0.045 0.709
H -1.768 -2.110 0.160 0.030
N -0.244 0.846 -0.167 0.145
C 1.660 -0.469 -0.102 -0.722
```

Entry 10:
DFT (wB97M-V/def2-TZVPD) results for C4H5ClN2OS in the gas phase at a distorted geometry.

Output
- Orbital gap: 7.9 eV
- Net charge: 0
- Relative energy (zero: lowest compared OMol25 entry of this formula, charge and spin): 467.8 kJ/mol
- HOMO energy: -8.444 eV

XYZ file:
```
14
Properties=species:S:1:pos:R:3:lowdin_charge:R:1
N -3.551 2.052 0.071 -0.347
H 0.374 0.867 -0.758 0.136
H 1.013 -1.289 0.471 0.090
N -2.343 1.780 0.065 -0.108
O 0.643 1.548 1.226 -0.021
C -1.461 0.975 0.224 0.013
H -0.232 -0.928 1.498 0.048
S -4.755 0.779 -0.044 0.893
H -0.671 -1.234 -0.169 0.074
C 0.040 -0.799 0.524 -0.032
C -0.034 0.717 0.216 -0.352
Cl -3.928 -2.104 -0.391 0.555
H -0.048 1.809 1.834 0.078
C -3.797 -0.485 0.051 -1.029
```

Computed DFT total energy, in the same sequence as the records: -1335.244962, -1603.884680, -2084.522224, -770.192278, -724.904500, -724.990037, -800.310928, -800.264806, -800.288392, -1198.323454 Ha.